Record 1
The following is a quantum chemistry calculation of a gas-phase ion, C4H8NOS (charge -1) in a non-equilibrium geometry, from OMol25.

ORCA input file:
```
! wB97M-V def2-TZVPD RIJCOSX def2/J DEFGRID3
* xyz -1 1
C -0.2589 -0.9680 -1.8612
N -1.2533 -0.7273 -0.8053
C -0.9898 0.1877 0.2796
O -1.8436 1.0450 0.4553
C 0.1986 -0.0950 1.0843
C 1.0498 1.1773 1.3956
S 2.6740 0.7290 2.1504
H -0.3294 -0.2080 -2.6443
H -0.3969 -1.9464 -2.3184
H 0.7136 -0.9004 -1.3934
H -2.1753 -0.6145 -1.1534
H 0.8658 -0.7180 0.5112
H -0.0846 -0.4987 2.0549
H 1.3984 1.5652 0.4337
H 0.4315 1.9721 1.8111
*
```

Properties
frontier orbital gap = 5.887 eV
energy above the lowest of the compared OMol25 structures with the same formula, charge and spin = 88.3 kJ/mol
SMILES = CNC(=O)CC[S-]


Record 2
The following is a quantum chemistry calculation of 10 unconnected molecules or ions with the total composition C16H54N18O10 in a non-equilibrium geometry, from OMol25.

ORCA input file:
```
! wB97M-V def2-TZVPD RIJCOSX def2/J DEFGRID3
* xyz 0 1
C -0.5130 -4.4914 0.9995
O 0.4087 -3.5277 1.4110
C 1.4697 -3.9958 2.2233
C 2.8311 -3.6917 1.5728
C 3.9974 -4.1525 2.4477
N 2.8961 -2.2504 1.3755
H -1.0024 -5.0477 1.8023
H -0.0681 -5.2019 0.2887
H -1.2850 -4.0479 0.3669
H 1.3309 -3.5440 3.2107
H 1.4447 -5.0744 2.4201
H 2.7932 -4.2161 0.6081
H 4.3304 -5.1256 2.0661
H 3.7601 -4.2498 3.5032
H 4.8694 -3.5528 2.1903
H 3.3410 -2.0513 0.4795
H 1.9625 -1.9799 1.0595
C 0.5414 1.8972 3.4806
O 1.7494 1.7743 2.7502
C 2.3976 3.0069 2.4350
C 3.3245 2.7405 1.2384
C 4.3041 3.8922 1.1397
N 2.5140 2.7208 -0.0010
H 0.2058 0.8910 3.7287
H -0.1869 2.2439 2.7408
H 0.6199 2.5997 4.3104
H 1.7249 3.8535 2.2959
H 3.1457 3.2398 3.2072
H 3.8041 1.7739 1.3807
H 4.7609 3.9982 0.1531
H 5.1930 3.6865 1.7458
H 3.9343 4.8816 1.4127
H 1.7795 2.0196 0.0261
H 1.9457 3.5660 0.0176
N 0.2379 4.0595 -2.2975
C -0.0252 4.8402 -1.2266
N -0.6253 5.9893 -1.5541
O 0.1397 4.4102 -0.0831
H 0.3118 4.4357 -3.2267
H 0.5439 3.0979 -2.1908
H -0.8991 6.1993 -2.4945
H -0.8387 6.6146 -0.7950
N -2.1569 -2.7364 2.7302
C -2.8221 -1.6260 2.3516
N -4.1595 -1.8160 2.2618
O -2.3065 -0.5428 2.0689
H -1.1509 -2.6369 2.7183
H -2.5870 -3.5181 3.1845
H -4.6369 -2.6409 2.5713
H -4.6961 -1.0051 2.0012
N 2.6187 -1.9952 -3.6557
C 2.2689 -2.7604 -2.6075
N 2.8543 -4.0020 -2.6121
O 1.6203 -2.3342 -1.6540
H 3.0350 -2.5052 -4.4135
H 2.4277 -1.0102 -3.7091
H 3.0295 -4.5247 -3.4539
H 2.6530 -4.6031 -1.8303
N -2.8619 2.3770 2.6715
C -3.0781 2.2462 4.0185
N -3.0017 0.9649 4.4619
O -3.3684 3.1945 4.7319
H -3.0826 3.2297 2.1793
H -2.7630 1.5105 2.1723
H -2.9947 0.1950 3.8081
H -3.4743 0.8824 5.3477
N -0.5139 -4.5717 -2.3896
C -0.6401 -4.3966 -3.7331
N -1.2729 -5.4196 -4.3352
O -0.3352 -3.3824 -4.3497
H -0.9902 -5.3145 -1.9147
H -0.0920 -3.8557 -1.8154
H -1.5947 -6.2498 -3.8798
H -1.4782 -5.1745 -5.2913
N -5.3109 3.8872 -0.4260
C -4.2290 4.4646 0.1750
N -3.1837 4.5348 -0.6941
O -4.1387 4.7051 1.3705
H -6.1499 3.7811 0.1168
H -5.2756 3.4093 -1.3052
H -2.2543 4.8281 -0.4436
H -3.2999 4.1780 -1.6245
N -0.1199 -0.4090 -4.3164
C -0.0710 0.3972 -5.3968
N -0.1025 1.7146 -5.0102
O 0.0671 0.0311 -6.5549
H -0.2387 -0.0379 -3.3864
H -0.0685 -1.4100 -4.4492
H -0.2957 2.4507 -5.6647
H -0.0649 2.0055 -4.0498
N -0.7700 1.3836 0.0537
C -0.0729 0.5689 -0.7517
N -0.2197 -0.7003 -0.3361
O 0.5877 0.8815 -1.7439
H -0.7680 2.3772 -0.1278
H -1.2190 1.1173 0.9120
H 0.3123 -1.4800 -0.7092
H -0.7338 -0.8878 0.5097
*
```

Properties
frontier orbital gap = 7.724 eV
energy above the lowest of the compared OMol25 structures with the same formula, charge and spin = 229.0 kJ/mol
SMILES = COC[C@H](C)N.COC[C@H](C)N.NC(N)=O.NC(N)=O.NC(N)=O.NC(N)=O.NC(N)=O.NC(N)=O.NC(N)=O.NC(N)=O


Record 3
The following is a quantum chemistry calculation of a molecular structure, C35H44Ge2N5O2Rb in a non-equilibrium geometry, from OMol25.

ORCA input file:
```
! wB97M-V def2-TZVPD RIJCOSX def2/J DEFGRID3
* xyz 0 1
Rb 2.8660 11.4158 15.0001
C 7.0959 15.0410 17.6316
C 7.0818 14.0987 16.5330
C 6.1827 13.0230 16.5050
C 5.2384 12.8754 17.5863
C 5.2584 13.8333 18.6460
C 6.2429 14.8494 18.7186
N 4.2029 11.9511 17.4538
C 3.7805 11.2822 18.5270
C 4.5869 11.1217 19.6968
C 4.2852 10.3906 20.7878
C 3.0577 9.7057 20.7962
C 2.1408 9.8036 19.7478
C 2.5920 10.4688 18.5525
N 1.8708 10.3536 17.3944
N 0.9443 9.4340 17.4143
C 0.3368 9.0600 16.2998
C -0.8268 8.1603 16.4217
C -1.2285 7.4395 15.3156
C -0.5233 7.5773 14.1175
C 0.3940 8.6024 14.0482
N 0.7613 9.3927 15.0899
H 7.7585 15.8750 17.6459
H 7.8112 14.2060 15.7100
H 6.3383 12.2207 15.7953
H 4.4946 13.7415 19.3831
H 6.3405 15.5108 19.5499
H 5.5615 11.5471 19.6052
H 4.9335 10.1843 21.6018
H 2.8008 9.1433 21.6531
H 1.0667 9.4105 19.6777
H -1.2065 7.9679 17.4001
H -2.1342 6.7920 15.3436
H -0.5994 6.8952 13.2644
H 0.9747 8.7636 13.0608
C 0.1969 19.4184 11.8124
C -0.4054 18.5058 12.8935
Ge 0.3203 18.8503 14.7416
C -1.1443 18.3720 16.1014
C -2.4963 19.0122 15.7961
C 1.0590 20.5807 15.2670
C 2.4119 20.4589 15.3804
Ge 2.7538 18.5290 15.3316
C 3.9761 17.9611 13.8226
C 4.5152 16.5052 14.0841
C 3.4339 17.6430 16.9179
C 2.7060 17.9021 18.2391
C 3.4242 21.5413 15.3804
C 4.7474 21.2888 15.7747
C 5.7605 22.1840 15.5418
C 5.4387 23.4573 14.9182
C 4.0995 23.8506 14.7246
C 3.0959 22.8773 15.0203
H -0.4284 19.2913 10.9517
H 1.2381 19.0545 11.6079
H 0.2497 20.4706 12.0899
H 0.0018 17.5059 12.7079
H -1.5339 18.3749 12.8451
H -0.7194 18.5891 17.0932
H -1.0875 17.2621 15.9654
H -2.5315 20.0955 16.0159
H -3.2897 18.4529 16.2607
H -2.7329 19.0138 14.7310
H 0.5659 21.4716 15.5501
H 4.8718 18.5619 13.8774
H 3.5204 18.1401 12.8679
H 4.0106 15.7473 13.4306
H 4.4335 16.1661 15.1269
H 5.6051 16.4866 13.8915
H 4.4832 17.8806 17.0278
H 3.3541 16.5643 16.7847
H 2.8255 18.9414 18.5771
H 3.0690 17.3155 19.0905
H 1.6109 17.8572 18.1695
H 4.9328 20.3356 16.2767
H 6.8326 22.0033 15.7104
H 6.2653 24.0198 14.5102
H 3.8736 24.7689 14.2062
H 2.0509 23.1254 14.8361
N 0.7686 13.7081 10.4091
C 1.2230 14.3644 11.6343
C 1.5147 13.3251 12.6940
O 1.6404 13.6031 13.9002
O 1.7049 12.0456 12.2656
H 0.6844 14.3110 9.5922
H -0.1604 13.2820 10.5109
H 1.6075 12.1393 11.2804
H 0.4815 15.0617 12.0125
H 2.0784 15.0067 11.3700
*
```

Properties
frontier orbital gap (alpha / beta) = 5.630 / 5.630 eV
energy above the lowest of the compared OMol25 structures with the same formula, charge and spin = 66.9 kJ/mol


E
In order: -685.42246, -2380.32344, -5962.11206
Unit: Eh